DFT (ωB97M-V/def2-TZVPD) results for a 11-piece molecular cluster, C29H80O11 overall.

XYZ file:
```
120
Properties=species:S:1:pos:R:3
C -4.61 -2.95 0.26
C -5.32 -2.76 -1.06
C -6.86 -2.72 -0.77
O -5.01 -1.70 -1.65
H -4.70 -2.14 0.91
H -3.58 -3.15 0.15
H -5.03 -3.88 0.78
H -5.15 -3.70 -1.70
H -7.05 -1.85 -0.13
H -7.16 -3.59 -0.17
H -7.40 -2.72 -1.69
H -5.04 -1.90 -2.59
C 1.46 1.62 5.20
C 0.38 2.01 6.08
C 0.83 3.10 7.07
O -0.59 2.43 5.44
H 1.91 2.55 4.80
H 1.13 1.06 4.34
H 2.22 1.05 5.71
H 0.04 1.11 6.60
H 1.17 4.01 6.52
H 1.69 2.72 7.69
H 0.02 3.45 7.72
H -1.34 2.65 6.01
C 0.69 2.77 2.09
C 0.53 3.05 0.58
C 0.95 4.48 0.31
O 1.19 2.35 -0.20
H 1.19 3.56 2.60
H 1.31 1.95 2.21
H -0.22 2.54 2.71
H -0.48 2.89 0.29
H 1.99 4.64 0.34
H 0.55 5.15 1.04
H 0.58 4.66 -0.70
H 1.28 2.78 -1.08
C -2.53 1.23 -1.42
C -3.50 1.05 -0.27
C -3.53 2.24 0.64
O -4.69 0.89 -0.65
H -1.54 1.42 -1.00
H -2.73 1.97 -2.16
H -2.31 0.28 -1.92
H -3.17 0.19 0.34
H -4.34 2.21 1.38
H -3.57 3.15 0.06
H -2.63 2.42 1.14
H -4.83 -0.02 -0.85
C 5.11 -3.34 -2.39
C 3.66 -3.56 -2.68
C 2.75 -3.32 -1.42
O 3.17 -2.85 -3.61
H 5.52 -3.95 -1.54
H 5.30 -2.26 -2.18
H 5.73 -3.62 -3.28
H 3.64 -4.56 -3.04
H 3.32 -3.62 -0.52
H 1.82 -3.86 -1.47
H 2.45 -2.32 -1.31
H 3.52 -3.11 -4.48
C 4.36 -1.45 0.99
C 4.30 -0.08 1.59
C 4.32 -0.07 3.14
O 5.38 0.52 1.23
H 4.12 -1.34 -0.08
H 3.64 -2.08 1.54
H 5.33 -1.96 1.01
H 3.48 0.49 1.19
H 4.29 0.88 3.62
H 5.16 -0.67 3.54
H 3.43 -0.58 3.50
H 5.22 1.46 1.23
C -2.25 -3.56 -2.95
C -1.35 -2.60 -3.63
C 0.09 -2.57 -3.23
O -1.37 -2.75 -4.86
H -1.83 -4.55 -2.82
H -3.23 -3.70 -3.42
H -2.34 -3.22 -1.91
H -1.82 -1.61 -3.54
H 0.79 -1.91 -3.77
H 0.55 -3.55 -3.23
H 0.07 -2.22 -2.19
H -2.28 -2.75 -5.14
C -0.98 -1.47 0.16
C 0.03 -0.47 0.76
C 0.59 -0.82 2.13
O 1.03 -0.28 0.02
H -0.58 -2.56 0.11
H -1.25 -1.26 -0.84
H -1.81 -1.48 0.84
H -0.41 0.51 0.81
H -0.16 -0.53 2.92
H 1.46 -0.23 2.46
H 0.85 -1.84 2.19
H 1.04 0.70 -0.07
C -0.65 3.33 -4.41
C 0.10 2.75 -3.26
C 0.29 1.26 -3.37
O 1.26 3.16 -3.16
H 0.00 3.62 -5.21
H -1.26 4.22 -4.13
H -1.39 2.54 -4.74
H -0.52 2.94 -2.33
H 0.68 0.68 -2.48
H 0.88 1.14 -4.22
H -0.57 0.68 -3.72
H 1.80 2.38 -3.21
C -2.91 0.21 3.48
O -3.15 1.47 4.01
H -2.31 -0.30 4.22
H -2.53 0.30 2.47
H -3.83 -0.40 3.50
H -3.05 2.20 3.41
C 3.42 0.55 -2.09
O 3.43 1.55 -3.03
H 2.67 -0.19 -2.28
H 3.29 1.00 -1.12
H 4.37 0.03 -2.03
H 3.94 2.26 -2.69
```

Summary:
LUMO: 0.258 eV
Max |F|: 11.2 eV Å⁻¹
Total energy: -53882.122 eV
SMILES string: CC(C)O.CC(C)O.CC(C)O.CC(C)O.CC(C)O.CC(C)O.CC(C)O.CC(C)O.CC(C)O.CO.CO
Net charge: 0

Results of the Löwdin charge analysis, in e, for atoms 1 through 99: atom 1 (C): -0.036, atom 2 (C): -0.631, atom 3 (C): -0.034, atom 4 (O): 0.008, atom 5 (H): 0.064, atom 6 (H): 0.042, atom 7 (H): 0.114, atom 8 (H): 0.156, atom 9 (H): 0.083, atom 10 (H): 0.079, atom 11 (H): 0.064, atom 12 (H): 0.142, atom 13 (C): -0.056, atom 14 (C): -0.695, atom 15 (C): -0.039, atom 16 (O): 0.013, atom 17 (H): 0.100, atom 18 (H): 0.053, atom 19 (H): 0.088, atom 20 (H): 0.145, atom 21 (H): 0.088, atom 22 (H): 0.092, atom 23 (H): 0.074, atom 24 (H): 0.133, atom 25 (C): 0.002, atom 26 (C): -0.613, atom 27 (C): -0.012, atom 28 (O): -0.009, atom 29 (H): 0.070, atom 30 (H): 0.032, atom 31 (H): 0.102, atom 32 (H): 0.108, atom 33 (H): 0.080, atom 34 (H): 0.083, atom 35 (H): 0.089, atom 36 (H): 0.114, atom 37 (C): -0.020, atom 38 (C): -0.625, atom 39 (C): -0.038, atom 40 (O): 0.039, atom 41 (H): 0.059, atom 42 (H): 0.081, atom 43 (H): 0.065, atom 44 (H): 0.119, atom 45 (H): 0.103, atom 46 (H): 0.090, atom 47 (H): 0.036, atom 48 (H): 0.059, atom 49 (C): -0.055, atom 50 (C): -0.627, atom 51 (C): -0.020, atom 52 (O): 0.000, atom 53 (H): 0.094, atom 54 (H): 0.077, atom 55 (H): 0.085, atom 56 (H): 0.124, atom 57 (H): 0.079, atom 58 (H): 0.062, atom 59 (H): 0.036, atom 60 (H): 0.144, atom 61 (C): -0.032, atom 62 (C): -0.604, atom 63 (C): -0.034, atom 64 (O): -0.004, atom 65 (H): 0.054, atom 66 (H): 0.088, atom 67 (H): 0.091, atom 68 (H): 0.115, atom 69 (H): 0.061, atom 70 (H): 0.096, atom 71 (H): 0.054, atom 72 (H): 0.109, atom 73 (C): -0.027, atom 74 (C): -0.680, atom 75 (C): -0.023, atom 76 (O): 0.033, atom 77 (H): 0.089, atom 78 (H): 0.085, atom 79 (H): 0.066, atom 80 (H): 0.131, atom 81 (H): 0.093, atom 82 (H): 0.077, atom 83 (H): 0.057, atom 84 (H): 0.111, atom 85 (C): -0.022, atom 86 (C): -0.606, atom 87 (C): -0.013, atom 88 (O): -0.023, atom 89 (H): 0.121, atom 90 (H): 0.032, atom 91 (H): 0.051, atom 92 (H): 0.110, atom 93 (H): 0.079, atom 94 (H): 0.045, atom 95 (H): 0.072, atom 96 (H): 0.058, atom 97 (C): -0.024, atom 98 (C): -0.664, atom 99 (C): -0.046

DFT (ωB97M-V/def2-TZVPD) results for one molecule with the formula C6H10.

XYZ file:
```
16
Properties=species:S:1:pos:R:3
C -2.22 1.63 0.21
C -1.08 1.62 -0.78
C -0.25 0.62 -0.90
C 0.54 -0.42 -0.97
C 1.77 -0.64 -0.13
C 1.44 -1.47 1.11
H -1.97 1.05 1.10
H -2.48 2.64 0.52
H -3.13 1.18 -0.23
H -0.98 2.49 -1.44
H 0.25 -1.23 -1.64
H 2.20 0.32 0.16
H 2.53 -1.16 -0.73
H 0.87 -2.37 0.84
H 2.35 -1.80 1.63
H 0.83 -0.89 1.81
```

Summary:
LUMO: 1.128 eV
Max |F|: 0.2 eV Å⁻¹
Total energy: -6382.533 eV
SMILES string: CC=C=CCC
Net charge: 0

Charge distribution, Löwdin scheme, values in e: atom 1 (C): -0.108, atom 2 (C): -0.162, atom 3 (C): -0.053, atom 4 (C): -0.128, atom 5 (C): -0.264, atom 6 (C): -0.117, atom 7 (H): 0.071, atom 8 (H): 0.066, atom 9 (H): 0.072, atom 10 (H): 0.098, atom 11 (H): 0.109, atom 12 (H): 0.106, atom 13 (H): 0.101, atom 14 (H): 0.071, atom 15 (H): 0.067, atom 16 (H): 0.071

DFT (ωB97M-V/def2-TZVPD) results for a 2-piece molecular cluster, C9H21N4O2 overall.

XYZ file:
```
36
Properties=species:S:1:pos:R:3
C 0.42 1.10 -0.76
C 0.09 0.56 1.54
C -1.05 1.04 -1.03
C -1.39 0.50 1.31
C 0.96 0.18 0.36
C 2.52 0.26 0.52
C 3.21 -0.52 -0.57
C 3.03 -2.00 -0.44
C -3.21 1.31 -0.11
N -4.06 -2.55 -0.23
N -3.87 -1.33 -0.18
N -3.98 1.03 0.83
N -1.82 1.34 0.12
O 1.79 -2.45 -0.88
O -3.19 -0.70 -1.05
H 0.91 0.94 -1.64
H 0.64 2.10 -0.43
H 0.40 1.51 1.82
H 0.38 0.01 2.42
H -1.44 1.75 -1.72
H -1.50 0.12 -1.26
H -1.76 -0.57 1.17
H -2.00 0.74 2.14
H 0.94 -0.91 0.23
H 2.95 1.25 0.53
H 2.86 -0.14 1.40
H 2.97 -0.17 -1.66
H 4.29 -0.50 -0.48
H 3.81 -2.47 -1.03
H 3.16 -2.16 0.67
H -3.35 1.90 -1.01
H -4.46 -3.05 0.56
H -4.23 -0.60 0.62
H -4.96 1.32 0.78
H -1.60 2.27 0.43
H 1.97 -2.86 -1.73
```

Summary:
LUMO: -2.946 eV
Max |F|: 4.5 eV Å⁻¹
Total energy: -19717.401 eV
Net charge: +1

Charge distribution, Löwdin scheme, values in e: atom 1 (C): -0.075, atom 2 (C): -0.136, atom 3 (C): -0.117, atom 4 (C): -0.067, atom 5 (C): -0.258, atom 6 (C): -0.151, atom 7 (C): -0.209, atom 8 (C): -0.305, atom 9 (C): -0.222, atom 10 (N): 0.179, atom 11 (N): -0.221, atom 12 (N): 0.110, atom 13 (N): -0.083, atom 14 (O): -0.064, atom 15 (O): -0.085, atom 16 (H): 0.092, atom 17 (H): 0.132, atom 18 (H): 0.104, atom 19 (H): 0.137, atom 20 (H): 0.144, atom 21 (H): 0.105, atom 22 (H): 0.160, atom 23 (H): 0.113, atom 24 (H): 0.126, atom 25 (H): 0.118, atom 26 (H): 0.089, atom 27 (H): 0.156, atom 28 (H): 0.117, atom 29 (H): 0.124, atom 30 (H): 0.143, atom 31 (H): 0.163, atom 32 (H): 0.094, atom 33 (H): 0.169, atom 34 (H): 0.114, atom 35 (H): 0.195, atom 36 (H): 0.107

DFT (ωB97M-V/def2-TZVPD) results for C10H14BHgO13 as an isolated structure.

XYZ file:
```
39
Properties=species:S:1:pos:R:3
Hg 2.23 -0.45 0.37
O 3.50 2.97 0.63
C 4.41 3.34 1.66
C 5.17 2.23 2.54
O 5.31 0.93 1.95
H 3.88 4.01 2.33
H 5.21 3.98 1.29
H 4.51 2.09 3.39
H 6.09 2.60 2.99
O 3.30 -1.85 -2.87
C 3.81 -3.18 -2.89
C 3.01 -4.26 -1.99
O 2.68 -3.84 -0.68
H 4.81 -3.16 -2.46
H 4.06 -3.49 -3.91
H 3.74 -5.06 -2.06
H 2.12 -4.64 -2.49
O -8.17 2.93 -2.68
C -7.17 2.47 -3.22
O -5.95 2.49 -2.79
B -5.13 1.57 -3.59
O -6.09 1.00 -4.58
C -7.26 1.50 -4.40
O -8.29 1.20 -4.99
O -4.62 0.57 -2.65
C -3.29 0.72 -2.59
O -2.52 0.22 -1.78
C -2.88 1.64 -3.75
O -3.94 2.18 -4.26
O -1.71 1.86 -4.02
C -0.82 -1.67 5.81
C 0.62 -1.56 5.10
O 0.35 -0.65 4.05
H -1.09 -0.78 6.37
H -0.77 -2.53 6.48
H -1.47 -1.92 4.97
H 1.03 -2.45 4.62
H 1.36 -1.21 5.82
H -0.03 0.19 4.31
```

Summary:
LUMO: 4.419 eV
Max |F|: 4.8 eV Å⁻¹
Total energy: -42059.219 eV
Net charge: -3

Charge distribution, Löwdin scheme, values in e: atom 1 (Hg): 0.452, atom 2 (O): -0.332, atom 3 (C): -0.401, atom 4 (C): -0.394, atom 5 (O): -0.341, atom 6 (H): 0.053, atom 7 (H): 0.061, atom 8 (H): 0.060, atom 9 (H): 0.055, atom 10 (O): -0.300, atom 11 (C): -0.383, atom 12 (C): -0.392, atom 13 (O): -0.344, atom 14 (H): 0.069, atom 15 (H): 0.061, atom 16 (H): 0.057, atom 17 (H): 0.067, atom 18 (O): 0.095, atom 19 (C): -0.400, atom 20 (O): 0.253, atom 21 (B): -0.841, atom 22 (O): 0.247, atom 23 (C): -0.427, atom 24 (O): 0.093, atom 25 (O): 0.221, atom 26 (C): -0.345, atom 27 (O): 0.133, atom 28 (C): -0.409, atom 29 (O): 0.235, atom 30 (O): 0.140, atom 31 (C): -0.090, atom 32 (C): -0.287, atom 33 (O): -0.123, atom 34 (H): 0.057, atom 35 (H): 0.045, atom 36 (H): 0.067, atom 37 (H): 0.114, atom 38 (H): 0.091, atom 39 (H): 0.082

Summary of ΔE to the lowest compared entry with this formula, charge and spin in kcal/mol
249.48 30.60 98.64 114.05
(order as listed above)
Summary of highest occupied orbital energy in eV
-9.29 -9.27 -12.66 1.91
(order as listed above)